{
  "formula": "C57H45AsF5InN4O5S",
  "method": "ωB97M-V with the def2-TZVPD basis set",
  "multiplicity": 1,
  "energy_ha": -6117.736001,
  "lumo_ev": -0.964,
  "gap_ev": 5.8,
  "species": ["C", "H", "C", "H", "C", "H", "C", "H", "C", "As", "C", "C", "H", "C", "S", "C", "H", "N", "C", "C", "H", "C", "C", "F", "C", "H", "C", "H", "H", "C", "H", "C", "H", "H", "C", "H", "C", "N", "C", "C", "C", "H", "C", "O", "H", "H", "H", "H", "C", "C", "C", "C", "C", "C", "H", "C", "H", "H", "H", "C", "C", "H", "C", "C", "C", "H", "H", "In", "C", "H", "O", "C", "O", "H", "H", "C", "C", "H", "C", "C", "H", "F", "H", "C", "H", "H", "C", "C", "H", "C", "C", "C", "H", "H", "H", "C", "F", "C", "H", "C", "H", "N", "C", "H", "H", "C", "H", "C", "F", "H", "O", "C", "F", "C", "N", "H", "C", "C", "O"],
  "coordinates": [[5.22, 2.05, 1.26], [4.24, -1.42, -2.85], [3.09, 2.03, -0.03], [4.31, 4.11, -1.25], [-2.25, 2.09, 0.93], [0.50, 4.99, 2.36], [3.01, -4.86, -5.00], [8.07, 6.14, 0.62], [-1.41, 3.08, 1.42], [0.41, -3.83, 0.94], [-0.37, -1.79, 5.75], [-2.14, 4.14, 3.59], [2.66, -3.41, 2.05], [-0.91, -2.56, -3.21], [1.72, -0.34, 1.98], [2.08, 3.87, 1.35], [2.61, -3.83, -1.80], [-0.74, -0.86, -1.70], [4.43, 2.60, 0.25], [-0.52, -0.86, 3.52], [-9.38, -1.07, -2.54], [1.93, -2.72, -4.90], [-3.35, 6.22, 3.59], [-0.96, -2.18, 6.89], [-0.54, -4.33, 2.58], [-5.37, 7.95, 3.03], [-0.02, -1.66, -2.53], [2.42, -3.71, -6.72], [-1.53, -3.87, 2.58], [-3.25, 6.27, 2.20], [4.85, 1.21, 1.83], [-5.28, -0.70, -2.30], [-0.63, -5.41, 2.67], [0.03, -3.94, 3.43], [1.60, -1.47, 4.42], [-3.08, -2.77, -3.03], [6.46, 2.59, 1.54], [0.70, 2.29, 0.47], [-0.04, 3.16, 1.21], [0.82, 4.17, 1.75], [-3.11, -0.70, -1.08], [4.23, -5.17, -7.40], [2.00, 2.68, 0.55], [8.17, 4.15, 1.19], [-2.86, 5.13, 5.35], [2.43, -5.15, 1.71], [1.49, -1.87, -5.41], [-7.16, -0.70, -3.28], [-4.57, 8.26, 3.72], [-2.78, 5.15, 4.27], [3.60, -5.98, -7.01], [2.25, -0.78, -2.04], [-4.97, -2.29, -0.55], [-1.13, -1.29, 4.69], [-1.70, 3.31, 4.13], [1.37, -1.66, -2.68], [7.08, 2.18, 2.32], [-5.18, 0.69, 0.34], [-10.16, -2.66, -2.62], [1.96, -2.73, -3.51], [-2.05, 4.17, 2.20], [-8.88, -2.25, -3.78], [6.16, 4.22, -0.20], [-6.56, -1.16, -2.51], [3.68, -0.74, -2.23], [4.06, -6.94, -7.27], [-1.17, -4.83, -0.76], [0.11, 0.21, 0.02], [-4.16, 1.01, 0.43], [-0.62, -3.29, -3.94], [0.06, -2.31, 0.51], [4.15, 0.29, -1.49], [-8.33, -2.71, -1.83], [-2.54, 5.28, 0.45], [-4.89, 0.11, -2.90], [-2.16, -2.30, -2.75], [-4.47, -1.26, -1.32], [2.99, 4.41, 1.57], [8.71, 5.26, 0.52], [4.91, 3.68, -0.47], [9.67, 5.46, 1.00], [2.93, -1.60, 4.29], [-0.04, -6.08, -0.16], [-3.03, 0.37, -0.19], [-4.22, 2.79, 1.70], [-3.68, 7.08, 1.64], [-6.25, -2.76, -0.75], [3.02, 0.90, -0.84], [-3.83, 8.86, 3.17], [2.46, -3.76, -5.64], [-0.13, -5.05, -0.49], [-3.68, 2.07, 1.12], [-5.00, 8.87, 4.52], [8.87, 5.05, -0.54], [2.61, -5.93, -7.47], [2.55, -3.82, -2.88], [-2.47, -1.25, 4.80], [-9.22, -2.13, -2.74], [2.90, -4.03, 0.41], [1.01, -1.88, 5.60], [5.17, 0.61, -1.38], [1.90, 0.23, -1.20], [3.06, -4.88, -3.60], [3.49, -5.73, -3.11], [0.50, -4.87, -1.36], [0.87, -0.92, 3.35], [6.50, 5.06, -0.78], [-7.07, -2.19, -1.73], [1.75, -2.38, 6.60], [-4.35, -2.73, 0.23], [-3.97, 7.16, 4.36], [-2.61, 5.25, 1.52], [-1.29, -0.36, 2.53], [6.94, 3.69, 0.82], [-1.89, 1.04, 0.15], [-6.66, -3.56, -0.15], [2.30, -4.15, 1.32], [-2.04, -1.24, -1.79], [3.54, -5.96, -5.61]],
  "mulliken_charge": [0.091, 0.570, 0.931, 0.491, 0.681, 0.536, 0.745, 0.331, 0.510, 0.193, 0.750, 0.123, 0.188, -1.177, -0.255, -1.385, 0.770, -0.341, -1.470, -0.672, 0.336, -0.372, 0.929, -0.340, -1.068, 0.330, 0.795, 0.443, 0.282, -0.633, 0.629, -0.043, 0.490, 0.233, -0.183, 0.512, -0.793, -0.318, 0.506, -1.457, 0.099, 0.348, 0.730, -0.457, 0.422, 0.465, 0.503, 0.401, -0.848, -0.844, -0.858, 0.631, 0.096, -0.333, 0.592, 0.614, 0.437, 0.540, 0.243, -1.300, -1.184, 0.323, -0.572, -0.594, -1.430, 0.244, 0.250, 2.207, -1.544, 0.555, -0.062, -1.360, -0.459, 0.515, 0.539, -1.702, -0.840, 0.528, -0.846, -0.150, 0.242, -0.392, 0.450, 0.668, 0.557, 0.402, -0.825, 0.404, 0.331, -0.654, -0.868, -1.463, 0.245, 0.329, 0.326, 0.019, -0.331, -0.844, 0.244, 0.211, 0.561, -0.257, -0.701, 0.473, 0.109, 1.089, 0.399, 0.920, -0.323, 0.654, -0.458, 0.010, 0.319, 0.915, -0.192, 0.419, -0.947, 0.638, -0.464]
}